(1)
{
  "formula": "C4H11NS2",
  "method": "ωB97M-V with the def2-TZVPD basis set",
  "lumo_ev": 0.671,
  "total_energy_ev": -27486.421,
  "total_charge": 0,
  "orbital_gap_ha": 0.3079,
  "species": ["C", "C", "S", "S", "C", "C", "N", "H", "H", "H", "H", "H", "H", "H", "H", "H", "H", "H"],
  "xyz": [[-0.64, -2.49, 1.59], [-1.29, -1.97, 0.28], [-1.51, -0.16, 0.09], [0.03, 0.58, 1.34], [0.44, 2.14, 0.33], [1.19, 1.91, -0.96], [0.47, 1.25, -2.04], [-1.18, -2.17, 2.48], [-0.68, -3.58, 1.55], [0.39, -2.13, 1.57], [-0.57, -2.21, -0.48], [-2.25, -2.42, 0.00], [-0.58, 2.56, 0.16], [0.98, 2.80, 1.01], [1.71, 2.83, -1.29], [2.06, 1.26, -0.71], [0.63, 0.25, -1.99], [0.81, 1.58, -2.93]]
}

---

(2)
{
  "formula": "C2H5NO3",
  "method": "ωB97M-V with the def2-TZVPD basis set",
  "lumo_ev": 0.170,
  "total_energy_ev": -9785.153,
  "total_charge": 0,
  "orbital_gap_ha": 0.3609,
  "species": ["C", "C", "N", "O", "O", "O", "H", "H", "H", "H", "H"],
  "xyz": [[-1.07, 0.22, 0.71], [0.37, 0.30, -1.05], [1.58, -0.32, -0.85], [-0.75, -0.92, 0.19], [-1.13, 0.33, 2.06], [-0.12, 0.70, -2.05], [-0.66, -0.44, 2.42], [1.61, -0.96, -0.06], [1.95, -0.73, -1.70], [-1.84, 0.85, 0.25], [0.07, 0.98, 0.08]]
}

---

(3)
{
  "formula": "C5H7N",
  "method": "ωB97M-V with the def2-TZVPD basis set",
  "lumo_ev": 0.885,
  "total_energy_ev": -6786.602,
  "total_charge": 0,
  "orbital_gap_ha": 0.4257,
  "species": ["C", "C", "C", "C", "C", "N", "H", "H", "H", "H", "H", "H", "H"],
  "xyz": [[2.23, -0.68, 0.12], [1.16, -0.18, -0.40], [-0.15, 0.29, 0.38], [-0.38, 1.74, -0.01], [-1.24, -0.55, -0.04], [-2.18, -1.21, -0.07], [3.15, -0.86, -0.42], [2.42, -0.97, 1.20], [1.29, -0.05, -1.45], [0.12, 0.17, 1.48], [-1.55, 2.12, 0.07], [0.33, 2.42, 0.53], [-0.20, 1.86, -1.17]]
}

---

(4)
{
  "formula": "C40H23CaF15GeN3O6PS2",
  "method": "ωB97M-V with the def2-TZVPD basis set",
  "lumo_ev": 3.869,
  "total_energy_ev": -205291.647,
  "total_charge": -2,
  "orbital_gap_ha": 0.2169,
  "species": ["Ca", "O", "C", "N", "C", "C", "C", "C", "C", "C", "N", "C", "C", "C", "C", "C", "N", "H", "H", "H", "H", "H", "H", "H", "H", "H", "H", "O", "C", "O", "C", "C", "C", "C", "C", "C", "S", "H", "H", "H", "H", "C", "O", "P", "O", "C", "O", "C", "H", "H", "H", "H", "H", "H", "H", "H", "H", "F", "C", "C", "C", "F", "C", "F", "C", "F", "C", "F", "Ge", "S", "C", "C", "F", "C", "F", "C", "F", "C", "F", "C", "F", "C", "C", "F", "C", "F", "C", "F", "C", "F", "C", "F"],
  "xyz": [[0.92, 0.55, -0.68], [4.36, -1.79, 0.50], [3.41, -1.01, 0.33], [2.72, -0.77, -0.78], [3.05, -1.56, -1.93], [2.11, -1.25, -3.10], [2.44, -1.65, -4.39], [1.53, -1.46, -5.41], [0.30, -0.88, -5.13], [0.07, -0.48, -3.83], [0.95, -0.65, -2.84], [2.93, -0.18, 1.55], [3.84, 0.08, 2.57], [3.42, 0.83, 3.65], [2.11, 1.26, 3.72], [1.26, 0.94, 2.68], [1.66, 0.25, 1.60], [2.95, -2.63, -1.71], [4.10, -1.43, -2.24], [3.40, -2.11, -4.58], [1.77, -1.77, -6.42], [-0.45, -0.74, -5.89], [-0.86, 0.00, -3.56], [4.84, -0.31, 2.47], [4.12, 1.08, 4.44], [1.74, 1.85, 4.55], [0.22, 1.26, 2.68], [-1.55, 2.44, 1.00], [-0.61, 2.76, 0.27], [-0.34, 2.22, -0.86], [0.32, 3.87, 0.74], [-0.31, 4.87, 1.49], [0.39, 5.93, 2.04], [1.77, 5.97, 1.85], [2.41, 4.99, 1.12], [1.72, 3.91, 0.52], [2.67, 2.75, -0.43], [-1.38, 4.78, 1.64], [-0.12, 6.70, 2.60], [2.36, 6.78, 2.28], [3.49, 5.02, 0.98], [-0.08, 2.86, -5.55], [1.25, 2.59, -5.14], [1.58, 2.71, -3.51], [0.97, 4.18, -3.23], [1.73, 5.30, -2.78], [3.17, 3.05, -3.75], [4.13, 2.11, -3.29], [-0.09, 3.72, -6.23], [-0.75, 3.09, -4.72], [-0.48, 1.99, -6.08], [1.09, 5.88, -2.11], [2.02, 5.92, -3.63], [2.61, 4.98, -2.24], [4.59, 2.46, -2.36], [4.89, 2.00, -4.07], [3.68, 1.13, -3.09], [-3.55, -3.34, 3.66], [-2.22, -3.21, 3.88], [-1.36, -2.97, 2.83], [-0.01, -2.90, 3.15], [0.92, -2.69, 2.23], [0.45, -3.07, 4.45], [1.76, -3.02, 4.72], [-0.45, -3.29, 5.46], [-0.02, -3.45, 6.72], [-1.80, -3.36, 5.18], [-2.67, -3.59, 6.18], [-2.06, -2.63, 1.00], [-0.76, -2.12, -0.57], [-2.97, -4.35, 0.52], [-2.73, -5.57, 1.11], [-2.04, -5.68, 2.26], [-3.18, -6.78, 0.59], [-2.94, -7.94, 1.22], [-3.89, -6.77, -0.59], [-4.33, -7.93, -1.12], [-4.12, -5.58, -1.24], [-4.79, -5.58, -2.40], [-3.67, -4.40, -0.68], [-3.90, -3.30, -1.39], [-3.47, -1.32, 1.48], [-3.02, -0.15, 2.07], [-1.73, -0.03, 2.39], [-3.86, 0.89, 2.43], [-3.41, 1.96, 3.07], [-5.20, 0.77, 2.16], [-6.04, 1.76, 2.49], [-5.70, -0.38, 1.58], [-7.02, -0.50, 1.37], [-4.83, -1.41, 1.27], [-5.41, -2.53, 0.80]]
}